(1)
14
Properties=species:S:1:pos:R:3:forces:R:3 method="wB97M-V/def2-TZVPD" e_homo_ev=-10.22 de_lowest_kj_mol=21.4 smiles=CC(C)(N)C#N lumo_energy_ev=0.8 energy_ha=-266.71384
C -0.68051 -1.28985 0.00190 0.05 -0.04 -0.06
C 0.13165 0.02242 -0.07448 -0.04 -0.04 0.13
C -0.70225 1.12755 0.61279 0.06 0.06 -0.04
N 0.52233 0.37656 -1.46045 -0.12 -0.01 0.06
C 1.41783 -0.15229 0.64398 0.97 -0.14 0.54
N 2.49812 -0.25323 1.04659 -0.98 0.05 -0.17
H -0.19891 -2.11795 -0.52516 0.07 0.17 0.02
H -1.68371 -1.15573 -0.41670 0.26 0.14 -0.05
H -0.80257 -1.59145 1.05019 0.10 0.13 -0.22
H -1.69270 1.20682 0.15191 0.26 -0.08 -0.09
H -0.22434 2.11039 0.57289 0.06 -0.16 -0.09
H -0.85436 0.88095 1.67166 0.12 -0.03 -0.26
H 1.14060 1.19160 -1.43582 -0.41 -0.09 0.09
H 1.12883 -0.35579 -1.83931 -0.41 0.04 0.15

=====

(2)
15
Properties=species:S:1:pos:R:3:forces:R:3 method="wB97M-V/def2-TZVPD" e_homo_ev=-10.37 de_lowest_kj_mol=134.4 smiles=C[C@](O)(C#N)CN lumo_energy_ev=0.6 energy_ha=-341.95245
C 0.69956 1.36022 -0.50057 -0.02 0.05 -0.01
C 0.62593 -0.01022 0.18698 0.07 -0.02 -0.23
O 0.59148 0.12903 1.58451 -0.17 0.11 0.10
C 1.83486 -0.79015 -0.16599 0.80 -0.62 -0.05
N 2.75670 -1.43129 -0.44095 -0.87 0.64 0.17
C -0.61402 -0.83706 -0.25648 0.06 -0.01 -0.09
N -1.79061 -0.31246 0.44148 -0.20 -0.09 -0.19
H 1.53056 1.93405 -0.08070 -0.06 -0.17 -0.12
H -0.21351 1.93362 -0.30793 0.03 -0.21 -0.03
H 0.83999 1.24792 -1.58181 -0.02 0.06 0.19
H -0.35148 0.32465 1.74981 0.16 -0.06 0.15
H -0.45302 -1.88946 0.01513 0.00 0.33 -0.06
H -0.69152 -0.76950 -1.34805 -0.10 -0.10 0.16
H -2.32755 -1.04633 0.88295 0.16 -0.06 0.05
H -2.43737 0.15698 -0.17839 0.17 0.13 -0.03

=====

(3)
15
Properties=species:S:1:pos:R:3:forces:R:3 method="wB97M-V/def2-TZVPD" e_homo_ev=-8.54 de_lowest_kj_mol=506.5 smiles="NC(=O)CN1C=C1.[H][H]" lumo_energy_ev=0.9 energy_ha=-341.81074
N 0.98179 0.34158 -1.16521 0.12 -0.04 -0.01
C 1.46602 0.01911 0.07862 0.07 0.09 -0.01
O 2.42888 0.58998 0.55503 -0.31 -0.15 -0.13
C 0.72138 -1.08495 0.82300 0.15 -0.10 0.07
N -0.67363 -0.80146 1.26589 0.17 -0.01 0.07
C -1.46235 0.10690 0.38646 -0.16 -0.13 -0.10
C -1.71347 -1.13625 0.24751 -0.09 0.20 -0.01
H 1.55757 0.95103 -1.72866 -0.09 -0.06 0.09
H 0.31860 -0.25254 -1.63656 0.09 0.07 0.11
H 0.73288 -1.99697 0.20922 0.01 0.12 0.05
H 1.30392 -1.27409 1.72629 -0.08 0.00 -0.13
H -1.60492 1.16699 0.26318 0.03 -0.19 -0.02
H -2.25365 -2.00956 -0.07701 0.08 0.14 0.04
H -1.22475 2.93599 -1.64298 0.04 -0.03 0.00
H -0.72690 2.40047 -1.50276 -0.05 0.08 -0.02

=====

(4)
15
Properties=species:S:1:pos:R:3:forces:R:3 method="wB97M-V/def2-TZVPD" e_homo_ev=-10.12 de_lowest_kj_mol=151.5 smiles=C[C@](O)(C#N)CN lumo_energy_ev=0.9 energy_ha=-341.94594
C 1.08880 1.50678 -0.41432 0.01 -0.04 -0.02
C 0.39535 0.32590 0.24586 0.06 -0.04 -0.23
O 0.03645 0.69002 1.55191 -0.20 -0.10 0.18
C 1.21431 -0.92713 0.31766 0.11 -1.03 0.16
N 1.40706 -2.06397 0.42598 0.62 1.06 -0.13
C -0.86280 -0.17085 -0.49607 0.02 0.13 -0.12
N -1.39007 -1.32736 0.23220 -0.05 -0.23 -0.20
H 1.96890 1.79466 0.16702 -0.12 -0.08 -0.08
H 0.40390 2.36082 -0.43525 0.05 -0.20 0.01
H 1.39901 1.27215 -1.43654 -0.04 -0.03 0.15
H -0.64430 0.04209 1.81087 0.11 0.16 0.13
H -0.62907 -0.36101 -1.55350 0.08 -0.02 0.15
H -1.57285 0.66506 -0.44741 0.01 -0.24 -0.01
H -0.66566 -2.05591 0.32180 -0.56 0.48 -0.19
H -2.14903 -1.75124 -0.29020 -0.09 0.16 0.19

=====

(5)
15
Properties=species:S:1:pos:R:3:forces:R:3 method="wB97M-V/def2-TZVPD" e_homo_ev=-10.62 de_lowest_kj_mol=223.5 smiles=C[C@]1(C#N)CN1.O lumo_energy_ev=0.7 energy_ha=-341.91852
C 0.11945 -1.07145 1.14149 0.04 -0.03 0.00
C -0.22147 -0.39209 -0.16529 -0.11 -0.08 0.12
C -1.50356 0.30424 -0.12234 -1.03 0.38 -0.03
N -2.56940 0.75500 -0.08806 1.13 -0.36 -0.05
C 0.20795 -0.85892 -1.51000 -0.05 -0.20 -0.17
N 0.84885 0.29558 -0.89437 0.17 0.08 0.03
H 0.25112 -0.28666 1.89509 -0.01 -0.20 -0.07
H 1.05089 -1.64002 1.05098 -0.14 0.06 -0.04
H -0.67846 -1.74596 1.46520 0.12 0.10 -0.07
H -0.41845 -0.60051 -2.35770 0.06 -0.16 0.07
H 0.75692 -1.79130 -1.59040 -0.04 0.07 0.08
H 1.73631 0.02401 -0.47442 -0.11 0.03 -0.04
O 0.30059 2.34858 0.91916 -0.04 0.18 -0.12
H -0.56657 2.65978 0.63044 0.06 0.03 0.19
H 0.68583 1.99970 0.10021 -0.06 0.12 0.09

=====

(6)
15
Properties=species:S:1:pos:R:3:forces:R:3 method="wB97M-V/def2-TZVPD" e_homo_ev="-8.19 / -8.28" de_lowest_kj_mol=594.3 lumo_energy_ev="-1.5 / -2.3" energy_ha=-341.77730
C 0.33694 -0.32112 -2.04157 0.06 -0.07 0.01
C -0.76458 -0.07079 0.36972 -0.64 0.06 -0.15
C 0.53282 -0.10461 -0.55591 0.00 0.26 -0.13
N 1.36988 0.39553 2.39238 -0.29 -0.20 -0.44
C -1.96134 0.14139 -0.24218 0.62 -0.28 -0.07
O -0.59487 -0.26011 1.60952 0.38 0.06 0.23
N 1.64417 0.08382 -0.05040 -0.53 -0.19 -0.47
H 0.73348 1.13842 2.67053 0.10 0.02 -0.06
H 1.08191 -0.42981 2.91020 0.12 0.02 -0.01
H 1.67896 0.24066 1.11618 0.06 0.15 0.91
H -0.18090 0.53023 -2.48428 0.02 -0.02 0.10
H 1.30779 -0.43016 -2.51853 -0.03 0.00 0.01
H -0.26463 -1.21443 -2.20983 0.04 0.06 0.05
H -2.86606 0.08822 0.34643 0.06 0.10 0.04
H -2.05357 0.21276 -1.31227 0.04 0.03 -0.02

=====

(7)
15
Properties=species:S:1:pos:R:3:forces:R:3 method="wB97M-V/def2-TZVPD" e_homo_ev=-9.37 de_lowest_kj_mol=375.2 smiles="O=CNN1CCC1" lumo_energy_ev=0.9 energy_ha=-341.86073
O -2.77381 0.40530 2.34721 0.69 -0.96 -1.49
C -2.17974 -0.17114 1.43995 0.74 1.08 0.69
N -0.89451 0.18747 1.05853 -0.40 2.45 1.82
N -0.20916 -0.30594 -0.03282 -1.18 0.07 0.88
C 1.14224 -0.79992 0.03991 1.69 -1.92 2.27
C 1.49973 -0.02402 -1.30991 0.45 -1.02 0.06
C 0.12460 0.65478 -1.01180 0.60 1.43 -2.28
H -2.51406 -0.98848 0.82168 -0.68 -0.72 -0.05
H -0.73749 1.21308 1.37903 0.36 -2.17 -0.65
H 1.75765 -0.45481 1.01553 -1.22 -0.29 -2.21
H 1.11180 -1.93298 0.14211 0.50 1.25 -0.54
H 1.47710 -0.60168 -2.37936 0.54 1.27 3.00
H 2.43914 0.59385 -1.04091 -1.60 -0.89 -1.36
H -0.59182 0.53132 -1.85338 0.44 1.23 0.35
H 0.34831 1.69317 -0.61577 -0.93 -0.82 -0.47

=====

(8)
15
Properties=species:S:1:pos:R:3:forces:R:3 method="wB97M-V/def2-TZVPD" e_homo_ev=-9.43 de_lowest_kj_mol=137.1 smiles="C[C@@]1(C(N)=O)CN1" lumo_energy_ev=1.0 energy_ha=-341.95142
C 1.51492 -0.25861 -0.74353 0.02 -0.06 0.05
C 0.10074 -0.02266 -0.26775 0.01 -0.35 0.89
C -0.01253 1.00726 0.85590 -0.59 1.32 -1.78
N -1.01241 0.93158 1.76299 -0.23 -0.77 0.38
O 0.63358 2.01861 0.69240 0.77 0.63 0.55
C -1.02517 -0.19205 -1.22888 -0.12 0.20 0.08
N -0.83612 -1.11960 -0.11550 -0.08 -0.65 0.02
H 1.52965 -0.94646 -1.59679 -0.06 0.09 0.15
H 1.97498 0.68587 -1.04400 -0.10 -0.13 0.06
H 2.11934 -0.68834 0.06203 -0.02 0.04 -0.10
H -1.39064 0.03928 1.99559 -0.27 -0.49 -0.21
H -1.23929 1.67609 2.40388 0.57 0.15 -0.27
H -1.90697 0.43911 -1.16104 0.10 -0.09 0.03
H -0.77846 -0.53362 -2.23751 0.05 0.17 0.32
H -0.42234 -1.99700 -0.40623 -0.05 -0.04 -0.16

=====

(9)
15
Properties=species:S:1:pos:R:3:forces:R:3 method="wB97M-V/def2-TZVPD" e_homo_ev=-6.19 de_lowest_kj_mol=660.0 lumo_energy_ev=0.4 energy_ha=-341.75225
C 1.63507 -1.19152 -0.13158 0.15 0.06 0.33
C 0.35274 -1.34308 0.42253 -0.34 -0.67 0.37
C 0.80859 0.90651 0.87608 2.66 -1.50 -1.08
C -0.91920 0.41224 -0.76453 -0.22 0.20 -0.51
N 2.20617 -0.04108 -0.00011 -2.68 1.95 1.37
N -0.26920 0.00926 0.50740 -0.52 -0.05 -0.14
O 3.24013 0.56056 -0.33303 0.70 0.01 -0.28
H 2.19631 -2.02621 -0.51955 0.13 0.01 -0.19
H -0.31962 -2.10838 0.07312 -0.14 0.01 -0.09
H 1.09221 0.80412 1.91377 -0.11 -0.05 0.12
H 0.75365 1.91651 0.50301 -0.10 0.03 -0.21
H -0.21802 0.24602 -1.57987 0.09 0.02 0.16
H -1.80031 -0.20343 -0.92620 0.05 -0.09 0.09
H -1.21464 1.46083 -0.74742 0.00 0.06 0.13
H -0.99062 -0.02045 1.23384 0.32 0.03 -0.08

=====

(10)
15
Properties=species:S:1:pos:R:3:forces:R:3 method="wB97M-V/def2-TZVPD" e_homo_ev=-8.25 de_lowest_kj_mol=124.2 smiles=Cc1c[nH]cn1.O lumo_energy_ev=0.5 energy_ha=-341.95635
C 1.42593 2.07360 0.25218 -0.29 0.58 0.36
C 0.82024 0.76510 -0.07341 -0.02 -0.64 0.57
C 0.18426 0.29273 -1.17363 0.06 -0.20 0.02
N -0.06009 -1.06307 -0.94738 0.09 1.08 -0.26
C 0.37185 -1.29608 0.32360 -0.12 -0.38 0.00
N 0.89130 -0.24984 0.88402 0.57 -0.12 -0.40
H 1.53081 2.17777 1.32974 -0.16 -0.21 0.14
H 2.43826 2.20642 -0.12194 -0.06 0.05 -0.43
H 0.75532 2.87538 -0.05743 0.33 0.21 -0.28
H -0.13017 0.75443 -2.09037 0.08 0.13 -0.09
H -0.89853 -1.44379 -1.35291 0.28 -0.49 0.07
H 0.29421 -2.27777 0.76534 -0.08 0.12 0.10
O -2.26390 -1.38309 0.59472 -0.61 -0.38 -0.07
H -2.71762 -1.23020 1.43000 -0.03 -0.03 -0.03
H -2.64184 -2.20160 0.23746 -0.02 0.29 0.31